This record from the Open Molecules 2025 dataset describes a cluster of 2 separate species, C16H30BN2O4 in total. The level of theory is the ωB97M-V functional and the def2-TZVPD basis.

## Properties
* E: -28924.1932 eV
* energy relative to the best compared isomer or geometry (same formula, charge and spin): 1.604 eV
* total charge: -1
* HOMO: -4.29 eV

Geometry (Å):
O (2.04, 5.18, 4.80)
N (1.65, 5.64, 3.77)
O (2.29, 5.07, 2.70)
B (1.31, 4.12, 2.09)
O (0.85, 4.46, 0.71)
C (1.02, 3.19, 0.05)
C (0.71, 2.12, 1.20)
C (-0.80, 2.00, 1.67)
C (-1.43, 0.57, 1.42)
C (-1.45, -0.38, 2.67)
C (-0.13, -0.40, 3.53)
N (1.02, -1.10, 2.92)
C (1.36, -1.41, 1.60)
C (2.66, -2.08, 1.53)
C (3.08, -2.19, 2.96)
C (2.03, -1.58, 3.78)
O (1.60, 2.67, 2.20)
H (0.27, 4.30, 2.72)
H (0.33, 3.15, -0.85)
H (2.11, 3.22, -0.26)
H (1.08, 1.17, 0.72)
H (-0.95, 2.39, 2.71)
H (-1.36, 2.72, 1.00)
H (-2.52, 0.76, 1.14)
H (-0.96, 0.12, 0.50)
H (-1.77, -1.42, 2.37)
H (-2.27, 0.01, 3.35)
H (-0.38, -0.97, 4.47)
H (0.15, 0.63, 3.87)
H (0.76, -1.17, 0.70)
H (3.15, -2.39, 0.59)
H (4.04, -2.66, 3.27)
H (2.04, -1.52, 4.89)
C (-3.13, -0.74, -4.46)
C (-2.11, -1.83, -4.75)
C (-1.75, -2.67, -3.53)
C (-1.09, -1.91, -2.38)
C (0.20, -1.17, -2.74)
C (1.32, -2.11, -3.20)
H (-2.74, -0.01, -3.75)
H (-3.38, -0.20, -5.37)
H (-4.05, -1.16, -4.05)
H (-1.21, -1.39, -5.19)
H (-2.53, -2.50, -5.51)
H (-1.10, -3.49, -3.84)
H (-2.66, -3.15, -3.14)
H (-0.87, -2.61, -1.57)
H (-1.80, -1.18, -1.97)
H (0.55, -0.63, -1.85)
H (0.02, -0.42, -3.51)
H (1.55, -2.85, -2.44)
H (2.23, -1.53, -3.40)
H (1.05, -2.63, -4.12)

---

This record from the Open Molecules 2025 dataset describes a cluster of 4 separate species, C16H30ClN3O8S in total. The level of theory is the ωB97M-V functional and the def2-TZVPD basis.

## Properties
* E: -61277.5344 eV
* SMILES: C#CC[C@]1(CCO)OS(=O)(=O)O[C@H]1Cl.CNC(C)=O.CNC(C)=O.CNC(C)=O
* HOMO: -8.88 eV

Geometry (Å):
C (-3.90, 1.55, -0.78)
C (-3.69, 0.22, -1.24)
C (-3.31, -1.41, -1.40)
C (-1.72, -1.58, -0.94)
C (-0.86, -1.37, -2.33)
C (0.15, -0.08, -2.32)
O (-0.54, 1.20, -2.67)
O (-1.68, -2.96, -0.35)
S (-2.23, -2.94, 1.30)
O (-3.70, -3.49, 1.45)
O (-1.43, -3.76, 2.35)
O (-2.25, -1.23, 1.41)
C (-1.30, -0.67, 0.39)
Cl (0.33, -1.30, 1.11)
H (-3.71, 2.64, -0.34)
H (-3.52, -1.73, -2.51)
H (-4.06, -1.99, -0.72)
H (-0.22, -2.34, -2.56)
H (-1.55, -1.24, -3.30)
H (0.79, 0.04, -1.35)
H (0.93, -0.25, -3.21)
H (-0.56, 1.28, -3.68)
H (-1.33, 0.51, 0.25)
C (2.12, 3.27, -6.26)
C (1.97, 2.50, -4.98)
O (1.75, 1.29, -4.96)
N (2.09, 3.18, -3.80)
C (2.34, 4.59, -3.61)
H (2.00, 2.59, -7.11)
H (1.35, 4.04, -6.33)
H (3.11, 3.72, -6.32)
H (1.97, 2.60, -2.98)
H (3.26, 4.69, -3.03)
H (1.51, 5.01, -3.04)
H (2.45, 5.13, -4.55)
C (4.94, 1.42, 0.86)
C (3.93, 0.30, 0.77)
O (2.79, 0.49, 0.37)
N (4.33, -0.95, 1.15)
C (5.62, -1.36, 1.65)
H (4.48, 2.35, 0.53)
H (5.26, 1.55, 1.90)
H (5.79, 1.21, 0.22)
H (3.60, -1.64, 1.06)
H (6.00, -2.13, 0.97)
H (5.47, -1.80, 2.64)
H (6.33, -0.54, 1.71)
C (-3.83, -0.18, 5.31)
C (-3.50, -1.23, 6.33)
O (-3.17, -0.95, 7.48)
N (-3.56, -2.54, 5.94)
C (-3.92, -3.08, 4.65)
H (-3.73, 0.81, 5.76)
H (-3.14, -0.24, 4.46)
H (-4.86, -0.31, 4.97)
H (-3.32, -3.19, 6.68)
H (-4.79, -3.73, 4.79)
H (-3.08, -3.67, 4.29)
H (-4.16, -2.30, 3.93)

---

This record from the Open Molecules 2025 dataset describes a structure of composition C16H30GeN2O2Pt. The level of theory is the ωB97M-V functional and the def2-TZVPD basis.

## Properties
* 2S+1: 3
* E: -83914.6938 eV
* energy relative to the best compared isomer or geometry (same formula, charge and spin): 0.113 eV
* expectation value of S²: 2.01
* HOMO (alpha / beta): -7.21 / -8.94 eV

Geometry (Å):
Pt (1.62, -1.52, -0.42)
N (4.03, -1.57, -0.28)
C (4.36, -2.08, 1.06)
C (3.34, -1.65, 2.14)
O (3.73, -1.58, 3.29)
O (2.13, -1.42, 1.74)
H (4.50, -2.11, -0.99)
H (4.34, -0.61, -0.37)
H (5.34, -1.76, 1.41)
H (4.34, -3.17, 1.03)
C (1.98, 3.39, -0.54)
C (1.63, 2.66, -1.67)
C (1.55, 1.29, -1.58)
N (1.77, 0.62, -0.45)
C (2.10, 1.32, 0.65)
C (2.22, 2.70, 0.64)
H (2.05, 4.47, -0.58)
H (1.43, 3.15, -2.61)
H (1.28, 0.69, -2.45)
H (2.25, 0.75, 1.55)
H (2.49, 3.22, 1.55)
C (1.49, -3.48, -0.49)
H (1.72, -4.07, 0.39)
H (1.04, -4.03, -1.31)
C (-0.82, 2.69, 2.06)
C (-1.28, 1.43, 1.34)
C (-0.88, 0.15, 2.06)
C (-1.42, -1.13, 1.40)
Ge (-0.78, -1.58, -0.42)
C (-1.43, -0.47, -1.97)
C (-2.91, -0.63, -2.30)
C (-3.84, 0.04, -1.29)
C (-5.31, -0.08, -1.68)
H (-1.09, 3.59, 1.51)
H (0.27, 2.69, 2.18)
H (-1.27, 2.75, 3.06)
H (-0.87, 1.42, 0.32)
H (-2.37, 1.46, 1.24)
H (-1.25, 0.19, 3.09)
H (0.21, 0.08, 2.12)
H (-2.51, -1.12, 1.39)
H (-1.11, -1.99, 2.00)
H (-1.46, -2.93, -0.71)
H (-0.84, -0.79, -2.83)
H (-1.20, 0.59, -1.80)
H (-3.16, -1.70, -2.35)
H (-3.11, -0.21, -3.29)
H (-3.57, 1.10, -1.21)
H (-3.69, -0.40, -0.31)
H (-5.49, 0.40, -2.64)
H (-5.96, 0.39, -0.94)
H (-5.60, -1.13, -1.77)

---

This record from the Open Molecules 2025 dataset describes a structure of composition C16H30MoN2OP2Se. The level of theory is the ωB97M-V functional and the def2-TZVPD basis.

## Properties
* 2S+1: 3
* E: -107883.5141 eV
* energy relative to the best compared isomer or geometry (same formula, charge and spin): 0.000 eV
* expectation value of S²: 2.04
* HOMO (alpha / beta): -6.21 / -7.30 eV

Geometry (Å):
Mo (0.06, -0.12, 0.39)
P (2.48, -0.27, 0.05)
P (-2.50, -0.02, 0.33)
N (0.03, 0.97, -1.05)
H (0.32, -1.62, 1.29)
C (3.09, -1.76, -0.81)
H (4.18, -1.82, -0.75)
H (2.78, -1.71, -1.87)
H (2.65, -2.66, -0.36)
C (3.35, -0.23, 1.65)
H (4.44, -0.31, 1.48)
H (3.00, -1.06, 2.28)
H (3.13, 0.72, 2.17)
C (3.27, 1.09, -0.90)
H (4.36, 1.01, -0.82)
H (2.95, 2.06, -0.49)
H (2.98, 1.03, -1.95)
C (-3.54, -1.23, -0.57)
H (-4.61, -0.99, -0.43)
H (-3.33, -2.24, -0.20)
H (-3.30, -1.18, -1.65)
C (-3.13, 0.19, 2.04)
H (-4.22, 0.32, 2.01)
H (-2.67, 1.07, 2.50)
H (-2.87, -0.70, 2.61)
C (-3.16, 1.51, -0.46)
H (-4.24, 1.57, -0.27)
H (-2.97, 1.49, -1.54)
H (-2.67, 2.40, -0.04)
C (0.05, 1.80, -2.13)
C (0.04, 2.07, -4.52)
C (0.05, 1.22, -3.43)
C (0.06, 3.20, -1.92)
C (0.04, 4.04, -3.02)
C (0.03, 3.46, -4.31)
H (0.02, 1.64, -5.53)
H (0.05, 0.13, -3.50)
H (0.06, 3.56, -0.88)
H (0.02, 5.11, -2.87)
H (0.01, 4.12, -5.18)
C (-0.47, -2.63, 1.81)
O (-1.70, -2.49, 1.46)
C (0.36, -3.79, 1.26)
H (0.50, -4.53, 2.05)
H (1.34, -3.42, 0.91)
H (-0.14, -4.29, 0.44)
C (-0.22, -2.54, 3.32)
H (-1.03, -3.08, 3.85)
H (-0.22, -1.50, 3.67)
H (0.73, -3.02, 3.62)
Se (0.20, 1.63, 4.88)
C (0.21, 1.06, 3.26)
N (0.16, 0.73, 2.09)

---

Question: E of number 4 (C16H30MoN2OP2Se)?
Answer: -107883.5141 eV

---

What did the second record say?
This record from the Open Molecules 2025 dataset describes a cluster of 4 separate species, C16H30ClN3O8S in total. The level of theory is the ωB97M-V functional and the def2-TZVPD basis.

## Properties
* E: -61277.5344 eV
* SMILES: C#CC[C@]1(CCO)OS(=O)(=O)O[C@H]1Cl.CNC(C)=O.CNC(C)=O.CNC(C)=O
* HOMO: -8.88 eV

Geometry (Å):
C (-3.90, 1.55, -0.78)
C (-3.69, 0.22, -1.24)
C (-3.31, -1.41, -1.40)
C (-1.72, -1.58, -0.94)
C (-0.86, -1.37, -2.33)
C (0.15, -0.08, -2.32)
O (-0.54, 1.20, -2.67)
O (-1.68, -2.96, -0.35)
S (-2.23, -2.94, 1.30)
O (-3.70, -3.49, 1.45)
O (-1.43, -3.76, 2.35)
O (-2.25, -1.23, 1.41)
C (-1.30, -0.67, 0.39)
Cl (0.33, -1.30, 1.11)
H (-3.71, 2.64, -0.34)
H (-3.52, -1.73, -2.51)
H (-4.06, -1.99, -0.72)
H (-0.22, -2.34, -2.56)
H (-1.55, -1.24, -3.30)
H (0.79, 0.04, -1.35)
H (0.93, -0.25, -3.21)
H (-0.56, 1.28, -3.68)
H (-1.33, 0.51, 0.25)
C (2.12, 3.27, -6.26)
C (1.97, 2.50, -4.98)
O (1.75, 1.29, -4.96)
N (2.09, 3.18, -3.80)
C (2.34, 4.59, -3.61)
H (2.00, 2.59, -7.11)
H (1.35, 4.04, -6.33)
H (3.11, 3.72, -6.32)
H (1.97, 2.60, -2.98)
H (3.26, 4.69, -3.03)
H (1.51, 5.01, -3.04)
H (2.45, 5.13, -4.55)
C (4.94, 1.42, 0.86)
C (3.93, 0.30, 0.77)
O (2.79, 0.49, 0.37)
N (4.33, -0.95, 1.15)
C (5.62, -1.36, 1.65)
H (4.48, 2.35, 0.53)
H (5.26, 1.55, 1.90)
H (5.79, 1.21, 0.22)
H (3.60, -1.64, 1.06)
H (6.00, -2.13, 0.97)
H (5.47, -1.80, 2.64)
H (6.33, -0.54, 1.71)
C (-3.83, -0.18, 5.31)
C (-3.50, -1.23, 6.33)
O (-3.17, -0.95, 7.48)
N (-3.56, -2.54, 5.94)
C (-3.92, -3.08, 4.65)
H (-3.73, 0.81, 5.76)
H (-3.14, -0.24, 4.46)
H (-4.86, -0.31, 4.97)
H (-3.32, -3.19, 6.68)
H (-4.79, -3.73, 4.79)
H (-3.08, -3.67, 4.29)
H (-4.16, -2.30, 3.93)

---

Question: Which of these has the lowest E?
Answer: C16H30MoN2OP2Se